No. 1
{
  "formula": "C29H44N3OSi2Ti",
  "method": "ωB97M-V/def2-TZVPD",
  "max_force_ev_per_a": 0.54,
  "total_charge": 3,
  "total_energy_ev": -76154.1213,
  "mol_weight_g_mol": 554.7,
  "gap_ev": 7.01,
  "de_lowest_kj_mol": 0.0,
  "e_homo_ev": -17.362,
  "elements": ["Ti", "C", "C", "C", "C", "C", "C", "C", "C", "C", "H", "H", "H", "H", "H", "H", "H", "H", "H", "H", "H", "H", "O", "C", "C", "C", "C", "C", "C", "N", "H", "H", "H", "H", "H", "H", "H", "C", "Si", "C", "C", "C", "Si", "C", "C", "C", "H", "H", "H", "H", "H", "H", "H", "H", "H", "H", "H", "H", "H", "H", "H", "H", "H", "H", "H", "N", "C", "N", "C", "C", "C", "C", "C", "C", "H", "H", "H", "H", "H", "H"],
  "coordinates": [[-0.2834, 0.3292, -0.5364], [-0.4646, 0.6221, 3.2759], [-1.3734, -0.0340, 2.2697], [-2.0619, 0.7235, 1.2882], [-3.2045, 0.1755, 0.6554], [-4.1509, 1.0536, -0.1108], [-3.4926, -1.1675, 0.8496], [-2.7103, -1.9753, 1.6796], [-3.0434, -3.4205, 1.8854], [-1.6597, -1.3850, 2.3924], [-1.0840, 0.9922, 4.0971], [0.0810, 1.4863, 2.8980], [0.2326, -0.0884, 3.7278], [-1.9496, 1.8074, 1.2910], [-4.9008, 1.4332, 0.5880], [-4.6912, 0.5053, -0.8818], [-3.6682, 1.9254, -0.5548], [-4.3736, -1.5928, 0.3807], [-3.6503, -3.5320, 2.7877], [-2.1447, -4.0207, 2.0260], [-3.6223, -3.8250, 1.0567], [-1.1297, -1.9785, 3.1297], [1.1602, -0.3054, 0.8910], [2.5756, -0.1119, 0.7353], [2.7804, 0.1619, -0.7193], [4.0566, 0.1841, -1.2388], [4.2364, 0.4477, -2.5883], [3.1134, 0.6836, -3.3680], [1.8728, 0.6576, -2.7782], [1.6737, 0.3980, -1.4655], [0.9045, -0.5396, 1.7952], [3.1094, -1.0093, 1.0516], [2.9040, 0.7296, 1.3505], [4.9015, -0.0100, -0.5909], [5.2290, 0.4671, -3.0183], [3.1973, 0.8902, -4.4257], [0.9943, 0.8489, -3.3696], [-1.8599, 4.2643, -0.8186], [-0.3627, 3.2497, -1.2008], [0.6283, 2.8318, 0.3765], [0.8496, 4.0913, -2.3132], [-0.9497, 1.4935, -1.8441], [-1.5622, 1.4233, -3.7156], [-1.0506, -0.2317, -4.4604], [-0.9068, 2.8034, -4.7584], [-3.4135, 1.5629, -3.6027], [-1.5377, 5.2741, -0.5509], [-2.4500, 3.8841, 0.0167], [-2.5140, 4.3566, -1.6881], [0.4798, 3.6203, 1.1198], [1.6954, 2.8037, 0.1473], [0.4082, 1.9251, 0.9570], [1.3297, 4.8728, -1.7157], [0.3943, 4.5826, -3.1685], [1.6432, 3.4307, -2.6660], [-1.8780, 1.2535, -1.2442], [-0.5373, -0.0444, -5.4065], [-1.9401, -0.8149, -4.7111], [-0.3991, -0.8601, -3.8530], [0.1799, 2.8538, -4.8240], [-1.2884, 3.7788, -4.4568], [-1.2804, 2.6172, -5.7702], [-3.9036, 0.7942, -3.0020], [-3.8264, 1.4900, -4.6123], [-3.7120, 2.5363, -3.2070], [-2.3482, -2.9301, -1.9686], [-2.0496, -1.6568, -1.8139], [-0.9092, -1.4904, -1.1264], [-0.4475, -2.7980, -0.8232], [0.6856, -3.2657, -0.1636], [0.8390, -4.6334, -0.0479], [-0.1005, -5.5312, -0.5782], [-1.2166, -5.0812, -1.2500], [-1.3630, -3.7054, -1.3554], [-3.1503, -3.2808, -2.4758], [-2.6590, -0.8608, -2.2074], [1.4359, -2.5988, 0.2321], [1.7103, -5.0285, 0.4557], [0.0626, -6.5939, -0.4668], [-1.9362, -5.7674, -1.6764]],
  "atomic_forces_ev_per_a": [[-0.15, -0.10, 0.44], [-0.02, 0.05, 0.00], [0.09, -0.05, 0.00], [0.11, 0.05, 0.05], [0.01, -0.09, -0.07], [-0.03, -0.03, 0.08], [0.03, 0.00, 0.02], [0.01, 0.05, 0.02], [-0.02, 0.01, 0.02], [-0.12, -0.05, -0.05], [0.01, -0.02, 0.01], [-0.01, -0.01, -0.01], [0.02, 0.01, 0.01], [-0.02, -0.01, 0.03], [-0.01, 0.03, -0.02], [0.01, 0.00, 0.02], [-0.02, 0.00, 0.01], [0.00, 0.00, 0.00], [0.01, 0.01, 0.01], [0.00, 0.00, -0.01], [0.00, 0.00, 0.00], [0.02, -0.02, -0.01], [-0.07, 0.02, -0.04], [-0.04, 0.01, 0.05], [-0.10, 0.01, 0.00], [0.10, 0.01, -0.13], [-0.01, -0.02, 0.12], [0.06, 0.00, -0.05], [-0.12, -0.01, -0.02], [0.26, 0.02, 0.03], [0.08, -0.01, 0.06], [-0.01, 0.01, -0.02], [-0.01, -0.01, -0.01], [0.01, 0.00, 0.00], [0.00, 0.00, -0.01], [-0.01, 0.01, 0.00], [-0.03, -0.01, 0.01], [-0.07, -0.01, -0.01], [0.20, -0.04, 0.17], [0.01, -0.14, 0.00], [0.06, -0.01, -0.02], [0.01, 0.31, -0.44], [-0.05, -0.17, -0.12], [-0.04, 0.06, -0.02], [0.04, 0.03, 0.03], [-0.04, 0.04, 0.06], [0.01, 0.00, 0.00], [-0.01, -0.02, 0.00], [-0.01, 0.02, 0.01], [-0.08, 0.08, -0.09], [0.00, 0.02, -0.02], [-0.02, 0.07, 0.07], [-0.01, -0.01, 0.03], [-0.02, 0.00, -0.02], [-0.01, 0.01, -0.02], [0.01, -0.07, -0.01], [0.02, -0.02, 0.01], [0.00, 0.00, -0.01], [0.01, 0.00, 0.00], [0.01, 0.00, -0.01], [0.01, 0.03, 0.00], [-0.01, -0.01, 0.00], [0.01, 0.00, -0.03], [0.02, 0.00, -0.02], [-0.04, -0.02, 0.01], [-0.09, -0.11, -0.05], [0.14, -0.08, 0.02], [-0.02, 0.07, -0.03], [-0.14, -0.05, -0.07], [0.09, 0.07, 0.03], [-0.06, -0.03, -0.03], [0.06, 0.04, 0.04], [-0.11, -0.05, -0.05], [0.11, 0.10, 0.07], [0.01, 0.01, 0.01], [-0.02, 0.03, 0.00], [-0.02, -0.02, -0.01], [0.01, 0.00, 0.01], [0.00, -0.01, -0.01], [0.00, 0.00, 0.00]],
  "mulliken_charge": [-0.89, -0.88, -0.24, -0.95, 0.53, -1.48, -0.49, 0.29, -1.91, 0.24, 0.44, 0.21, 0.50, 1.16, 0.43, 0.38, 0.26, 0.56, 0.43, 0.41, 0.39, 0.56, 0.12, -1.40, 0.51, -0.92, -0.64, -1.31, -0.91, 1.32, 0.09, 0.70, 0.56, 0.60, 0.49, 0.58, 0.49, -1.10, 0.52, -0.52, -1.33, 2.60, 0.37, -1.12, -1.40, -0.93, 0.50, 0.36, 0.37, 0.58, 0.51, -0.19, 0.51, 0.44, 0.34, -1.95, 0.53, 0.41, 0.31, 0.38, 0.35, 0.44, 0.32, 0.50, 0.30, 0.27, -1.94, 1.66, 0.43, -0.81, -0.89, -0.71, -1.19, 0.73, 0.34, 0.93, 0.31, 0.50, 0.47, 0.52]
}


No. 2
{
  "formula": "C29H45AsN5O3RbS3",
  "method": "ωB97M-V/def2-TZVPD",
  "max_force_ev_per_a": 1.50,
  "total_energy_ev": -138396.2082,
  "mol_weight_g_mol": 768.3,
  "gap_ev": 6.78,
  "de_lowest_kj_mol": 59.0,
  "e_homo_ev": -6.453,
  "elements": ["Rb", "C", "C", "N", "C", "C", "S", "C", "C", "N", "H", "H", "H", "H", "H", "H", "H", "H", "H", "H", "H", "H", "H", "H", "S", "C", "C", "C", "C", "C", "N", "H", "H", "H", "H", "O", "C", "N", "C", "O", "C", "C", "C", "C", "N", "C", "H", "H", "H", "H", "H", "H", "H", "H", "C", "As", "C", "C", "C", "C", "C", "C", "C", "C", "H", "H", "H", "H", "H", "H", "H", "H", "H", "H", "H", "H", "H", "C", "S", "C", "O", "H", "H", "H", "H", "H", "H"],
  "coordinates": [[0.3003, 0.3409, 0.2345], [0.0819, -0.2334, -3.9311], [-0.0066, 1.2686, -3.5695], [0.7663, 1.5897, -2.3838], [2.1634, 1.9312, -2.5658], [3.0659, 0.7732, -3.0105], [3.1070, -0.7004, -1.9343], [2.4213, -2.0037, -2.9957], [0.9151, -2.2667, -2.8212], [0.1714, -1.0364, -2.7284], [-0.7728, -0.4986, -4.5669], [0.9671, -0.4126, -4.5420], [0.2909, 1.8707, -4.4398], [-1.0491, 1.5161, -3.3566], [0.3088, 2.2932, -1.8227], [2.3054, 2.7349, -3.3049], [2.5296, 2.3177, -1.6108], [2.8065, 0.4404, -4.0165], [4.0871, 1.1504, -3.0636], [2.6741, -1.7551, -4.0263], [2.9786, -2.9079, -2.7521], [0.5928, -2.9341, -3.6345], [0.7633, -2.8110, -1.8879], [-0.7340, -1.1668, -2.2957], [-2.4913, 0.5814, 1.9729], [-1.5102, -0.1055, 3.2352], [-2.0176, -0.2474, 4.5515], [-1.2673, -0.8568, 5.5281], [0.0047, -1.3433, 5.2162], [0.4456, -1.1533, 3.9275], [-0.2567, -0.5381, 2.9599], [-3.0115, 0.1257, 4.7564], [-1.6646, -0.9669, 6.5304], [0.6228, -1.8468, 5.9473], [1.4276, -1.5099, 3.6361], [-7.6871, -3.5413, -2.6954], [-6.5387, -3.4395, -3.5402], [-6.3747, -2.0866, -3.9544], [-5.5761, -1.1121, -3.3995], [-5.4473, -0.0357, -3.9480], [-4.7286, -1.4635, -2.2110], [-5.2296, -2.0078, -1.0339], [-4.3643, -2.2132, 0.0246], [-3.0286, -1.8772, -0.1278], [-2.5360, -1.3440, -1.2510], [-3.3817, -1.1352, -2.2590], [-7.8784, -4.4735, -2.5431], [-6.6769, -4.0551, -4.4263], [-5.6394, -3.7669, -3.0251], [-6.9515, -1.7503, -4.7091], [-6.2814, -2.2521, -0.9484], [-4.7170, -2.6075, 0.9698], [-2.3346, -2.0098, 0.6917], [-2.9780, -0.6801, -3.1604], [4.2541, -0.4635, 3.3417], [3.0702, 0.2073, 1.9332], [4.4979, 0.9922, 0.8427], [2.4288, 1.8807, 2.8119], [3.4932, 2.7407, 3.4242], [3.9068, 2.5507, 4.7442], [4.9040, 3.3408, 5.3022], [5.5084, 4.3415, 4.5501], [5.0993, 4.5492, 3.2386], [4.1003, 3.7578, 2.6847], [4.9352, 0.3153, 3.6811], [4.8307, -1.2912, 2.9288], [3.6744, -0.8332, 4.1880], [5.1664, 1.6024, 1.4487], [4.0774, 1.6060, 0.0417], [5.0546, 0.1753, 0.3858], [1.6862, 1.5664, 3.5462], [1.9161, 2.4159, 2.0141], [3.4319, 1.7773, 5.3398], [5.2074, 3.1777, 6.3296], [6.2852, 4.9589, 4.9852], [5.5561, 5.3332, 2.6463], [3.7794, 3.9282, 1.6611], [-2.1309, 3.8308, 0.9717], [-0.6337, 3.1599, 1.6500], [-0.0134, 4.7000, 2.3245], [0.2546, 2.8778, 0.4477], [-2.7638, 4.1905, 1.7850], [-2.6329, 3.0126, 0.4581], [-1.8533, 4.6319, 0.2833], [-0.7194, 5.0646, 3.0753], [0.1117, 5.4209, 1.5122], [0.9471, 4.4823, 2.7947]],
  "atomic_forces_ev_per_a": [[-0.28, -1.38, -0.51], [0.13, 0.17, 0.19], [0.01, -0.20, 0.11], [0.15, 0.33, -0.15], [-0.07, -0.22, 0.06], [-0.12, -0.01, 0.00], [0.06, 0.04, 0.01], [-0.11, -0.01, 0.06], [0.22, 0.22, 0.10], [-0.23, -0.16, -0.28], [-0.04, 0.01, -0.05], [0.03, -0.01, 0.02], [-0.02, 0.01, -0.05], [0.00, -0.02, 0.02], [0.03, 0.20, -0.05], [0.02, 0.06, -0.07], [-0.02, 0.00, 0.00], [0.01, 0.02, 0.05], [0.03, 0.03, 0.00], [-0.01, 0.01, -0.03], [0.00, -0.04, -0.03], [-0.01, -0.05, -0.08], [-0.01, -0.02, 0.04], [-0.05, -0.10, 0.10], [-0.10, -0.14, 0.21], [0.15, -0.06, -0.01], [0.00, 0.02, -0.05], [-0.06, 0.03, -0.03], [-0.05, 0.02, 0.03], [-0.17, 0.24, -0.22], [-0.10, -0.20, 0.28], [0.00, 0.00, 0.01], [-0.01, 0.01, -0.01], [-0.01, 0.01, -0.01], [0.05, -0.02, -0.07], [0.17, -0.01, -0.03], [-0.23, 0.23, 0.11], [-0.02, 0.14, 0.29], [0.59, -0.37, -0.45], [-0.24, 0.10, 0.12], [-0.34, 0.06, 0.05], [-0.03, -0.07, -0.02], [-0.07, -0.06, 0.07], [0.10, 0.12, -0.13], [-0.13, -0.15, -0.02], [0.11, 0.04, 0.08], [0.01, 0.02, 0.00], [-0.04, -0.09, -0.13], [0.11, -0.02, 0.13], [0.00, 0.02, -0.04], [-0.01, -0.01, -0.02], [0.04, 0.04, -0.07], [0.00, -0.01, -0.03], [-0.02, -0.03, 0.06], [-0.02, -0.04, 0.01], [0.50, 0.10, 0.26], [-0.02, 0.04, -0.05], [0.27, -0.01, 0.07], [-0.12, 0.00, 0.00], [0.01, 0.03, 0.00], [-0.03, 0.00, -0.06], [-0.06, -0.04, -0.02], [-0.04, -0.05, 0.03], [0.03, 0.00, 0.01], [0.02, 0.00, 0.01], [0.00, -0.01, 0.01], [0.01, 0.02, -0.02], [0.02, 0.00, 0.00], [0.01, -0.05, 0.07], [0.02, 0.00, -0.03], [-0.03, -0.02, 0.01], [0.00, 0.01, -0.02], [0.03, 0.04, -0.02], [-0.01, 0.00, -0.03], [-0.03, -0.03, -0.02], [-0.02, -0.03, 0.01], [0.02, 0.00, 0.05], [-0.17, 0.04, -0.12], [0.39, 0.18, 0.07], [0.11, 0.17, -0.03], [-0.32, 0.93, 0.23], [0.04, -0.04, -0.07], [-0.01, 0.06, 0.02], [-0.09, -0.04, 0.04], [0.10, -0.03, -0.07], [0.00, -0.03, 0.12], [-0.05, 0.07, -0.03]],
  "mulliken_charge": [0.43, -1.08, -1.05, 0.46, -0.72, -0.78, 0.08, -0.86, -0.81, 0.71, 0.44, 0.45, 0.32, 0.47, 0.11, 0.32, 0.12, 0.38, 0.58, 0.34, 0.46, 0.31, 0.39, -0.04, -0.37, 0.02, -0.83, -0.22, -0.85, -0.42, 0.35, 0.41, 0.38, 0.42, 0.48, -0.54, -0.49, -0.14, 0.14, -0.64, 0.03, 0.11, -0.74, -0.68, -0.24, -0.37, 0.31, 0.34, 0.43, 0.25, 0.50, 0.43, 0.54, 0.43, -1.34, 0.39, -1.13, -0.31, 0.18, -0.27, -0.69, -0.52, -0.72, -0.10, 0.41, 0.43, 0.34, 0.46, 0.05, 0.45, 0.66, -0.24, 0.43, 0.41, 0.38, 0.40, 0.40, -1.26, 0.67, -0.93, -0.62, 0.41, 0.27, 0.44, 0.43, 0.35, 0.10]
}